The following is a DFT calculation (the ωB97M-V functional and the def2-TZVPD basis) of C3H6N2OS in the gas phase in a non-equilibrium geometry.

Output
- electronic energy (Ha) = -700.6581
- orbital gap (Eh) = 0.2996
- E_LUMO (Eh) = -0.010
- max |F| (eV/A) = 6.01
- structure (SMILES) = OC/C=N\NC=S
- energy above the lowest of the compared OMol25 structures with the same formula, charge and spin (kcal/mol) = 145.0

Cartesian coordinates (Å):
1 N -1.441 -0.586 -0.426
2 C 0.204 1.234 0.689
3 C -1.171 0.564 0.140
4 H -0.865 -2.494 0.064
5 H 0.109 2.525 -0.608
6 C 0.993 -1.677 -0.736
7 O 0.948 1.830 -0.414
8 H 0.774 0.394 1.287
9 N -0.306 -1.623 -0.462
10 H -0.185 2.187 1.218
11 H 1.163 -0.590 -1.017
12 H -2.318 1.115 0.527
13 S 2.095 -2.880 -0.264

***

The following is a DFT calculation (the ωB97M-V functional and the def2-TZVPD basis) of a molecular structure, C45H32F9N4O5PRuS in a non-equilibrium geometry.

Output
- electronic energy (Ha) = -4062.4723
- orbital gap (alpha / beta) (Eh) = 0.1847 / 0.2536
- E_LUMO (alpha / beta) (Eh) = 0.070 / 0.046
- max |F| (eV/A) = 3.14
- spin multiplicity = 6
- ⟨S²⟩ = 8.81
- total charge = -1
- energy above the lowest of the compared OMol25 structures with the same formula, charge and spin (kcal/mol) = 50.9

Cartesian coordinates (Å):
1 O -3.067 3.216 -2.110
2 C 2.548 2.849 -4.141
3 H -3.446 2.303 2.109
4 C -1.251 3.961 -0.739
5 H 1.334 -2.166 0.961
6 C 4.860 -0.807 1.298
7 C -0.362 2.044 6.175
8 C -1.403 1.979 5.226
9 N -2.445 -1.423 -1.969
10 F 0.246 2.713 8.393
11 C -0.876 -3.883 -4.282
12 C -2.015 2.952 -1.600
13 C -1.974 -2.881 2.714
14 H 0.700 -4.484 1.062
15 C -1.691 -3.335 -3.314
16 H -2.147 -0.769 2.993
17 H 4.394 -1.246 -1.975
18 C -0.320 -2.970 -5.222
19 C 1.581 2.128 -3.381
20 C -0.804 2.460 7.552
21 C 0.478 -2.403 1.539
22 C 0.001 3.791 -3.775
23 C 3.365 -0.894 -2.134
24 H 2.365 1.318 0.192
25 F 6.906 -0.458 0.219
26 H -5.511 -1.379 1.447
27 H 3.979 0.987 -2.871
28 C -1.174 1.437 3.982
29 C 0.906 4.559 -4.486
30 H 0.608 5.514 -5.000
31 C 1.832 0.896 -2.691
32 H -2.209 -3.997 -2.614
33 N -2.251 -0.186 -1.485
34 O -2.756 2.327 -4.596
35 C -2.954 -0.028 -0.281
36 H 3.473 2.456 -4.368
37 H -0.192 -1.005 -5.907
38 C 0.915 1.681 5.817
39 C -0.240 -1.308 2.078
40 C 2.269 -1.662 -1.703
41 H -0.979 3.678 0.304
42 H 0.303 -3.256 -6.046
43 F -1.999 -5.869 1.208
44 O -1.750 1.084 -6.464
45 H -2.402 2.300 5.458
46 C 1.138 1.144 4.555
47 C 2.836 -1.066 2.582
48 H 2.976 4.561 -5.230
49 H 2.220 -1.590 3.298
50 F 6.416 -2.509 0.867
51 F -1.602 3.539 7.557
52 C 2.249 -0.014 1.851
53 N 0.817 0.184 -2.137
54 H -2.006 1.504 3.289
55 C 6.315 -1.211 1.127
56 H 4.636 -2.287 2.849
57 H 0.165 -1.611 -1.204
58 C 0.041 -3.722 1.556
59 C -3.576 1.390 1.600
60 C -1.504 -1.587 2.607
61 H 1.801 1.803 6.441
62 H -0.387 4.169 -1.319
63 F 6.981 -1.040 2.292
64 C 3.134 0.341 -2.660
65 C -1.183 -3.947 2.224
66 S -2.591 1.047 -5.314
67 C 0.103 1.010 3.632
68 C -0.640 -1.633 -5.130
69 C 4.106 -1.442 2.320
70 C 1.016 -1.060 -1.666
71 H -1.830 4.896 -0.655
72 C 4.268 0.207 0.556
73 O -3.706 0.124 -5.381
74 C -4.753 -0.631 1.212
75 F -0.660 -6.152 2.786
76 H -2.861 -3.126 3.249
77 H 4.747 0.790 -0.254
78 C 2.182 4.091 -4.677
79 F -2.698 -5.520 3.184
80 C -1.649 -5.344 2.349
81 C -3.947 -0.928 0.099
82 H 2.158 0.934 4.286
83 H -4.099 -1.788 -0.572
84 Ru -1.054 1.309 -2.309
85 H -1.841 1.668 0.286
86 H -5.198 0.724 2.792
87 H 2.338 -2.657 -1.355
88 C -2.746 1.089 0.538
89 C -1.414 -1.068 -4.153
90 H -1.022 4.124 -3.684
91 O -1.609 0.272 -4.103
92 C 2.914 0.600 0.848
93 P 0.456 0.401 1.924
94 F -1.460 1.476 8.122
95 C -1.854 -1.914 -3.106
96 C -4.564 0.496 2.000
97 H -0.726 -4.940 -4.337
98 N 0.321 2.668 -3.201

***

The following is a DFT calculation (the ωB97M-V functional and the def2-TZVPD basis) of 2 unconnected molecules or ions with the total composition C20H24ClOSi in a non-equilibrium geometry.

Output
- electronic energy (Ha) = -1601.1039
- orbital gap (Eh) = 0.1778
- E_LUMO (Eh) = -0.213
- max |F| (eV/A) = 3.98
- total charge = +1
- energy above the lowest of the compared OMol25 structures with the same formula, charge and spin (kcal/mol) = 0.0

Cartesian coordinates (Å):
1 H -1.412 -2.010 -1.145
2 H -4.675 1.706 2.087
3 C -2.673 7.827 7.973
4 H -5.502 0.771 5.781
5 Si -4.571 2.504 4.357
6 H 0.667 -2.472 3.352
7 H -3.339 8.331 7.261
8 H 0.025 -0.181 -0.235
9 H -0.233 0.568 2.794
10 C -3.803 5.717 6.549
11 C 1.360 1.228 1.597
12 C -4.316 4.648 5.834
13 H 1.697 -0.928 4.159
14 C 2.221 1.198 3.822
15 H -4.553 0.096 4.394
16 C -3.459 3.740 5.161
17 C 0.679 0.123 2.416
18 H 2.170 0.751 1.025
19 C -0.579 -3.414 1.855
20 C 1.623 0.003 3.597
21 C -0.959 -2.106 -0.165
22 H -0.737 -4.326 2.428
23 C -0.185 -1.070 0.369
24 H -0.461 5.172 6.008
25 Cl -2.282 -4.442 0.037
26 H -3.266 7.294 8.726
27 O -1.802 6.913 7.281
28 C -4.571 0.854 5.194
29 C -1.532 4.992 5.933
30 H -1.995 8.541 8.445
31 H -4.489 6.396 7.052
32 H -5.393 4.511 5.792
33 H 0.686 1.735 0.902
34 H -5.687 3.191 2.313
35 C -2.395 5.895 6.602
36 C -1.193 -3.256 0.607
37 H 2.870 2.683 2.324
38 C 1.971 2.162 2.673
39 C 0.275 -1.154 1.687
40 H -3.706 0.692 5.859
41 C -2.059 3.927 5.222
42 C -4.712 2.717 2.526
43 H -3.906 3.328 2.084
44 H 2.788 1.510 4.707
45 H 1.228 2.936 2.943
46 C 0.179 -2.365 2.381
47 H -1.389 3.237 4.711

***

The following is a DFT calculation (the ωB97M-V functional and the def2-TZVPD basis) of a molecular structure, C38H95BaN6O13 in a non-equilibrium geometry.

Output
- electronic energy (Ha) = -2836.5949
- orbital gap (alpha / beta) (Eh) = 0.0900 / 0.2810
- E_LUMO (alpha / beta) (Eh) = 0.009 / 0.011
- max |F| (eV/A) = 2.47
- spin multiplicity = 2
- ⟨S²⟩ = 0.75
- energy above the lowest of the compared OMol25 structures with the same formula, charge and spin (kcal/mol) = 0.0

Cartesian coordinates (Å):
1 O -5.401 -0.875 2.287
2 H 4.015 0.687 0.812
3 H 1.619 -2.929 -1.750
4 C 6.582 -6.324 -3.359
5 H 6.457 2.195 -1.887
6 H 1.829 -3.632 -6.510
7 O 1.497 2.633 -6.561
8 H 7.073 -5.791 -2.544
9 H 3.386 -0.074 5.496
10 H -1.352 2.922 -2.479
11 H 3.811 -1.807 2.368
12 C -0.105 0.847 0.085
13 H -5.804 -2.203 0.758
14 H 0.905 -2.348 1.638
15 H -0.920 -4.064 1.400
16 H 0.791 -3.397 -4.172
17 C 3.758 -0.666 4.660
18 N -3.063 2.050 4.230
19 H -1.157 1.762 6.336
20 H 3.879 0.914 3.150
21 C -2.096 7.343 -2.841
22 C 4.589 -3.312 -1.174
23 H 0.448 0.451 -0.767
24 H 3.070 -2.553 -5.949
25 H 2.887 -3.708 5.655
26 C 1.052 1.492 -7.282
27 C 1.602 -1.962 -2.252
28 C 4.555 -1.148 -0.223
29 H -1.923 0.855 -0.931
30 H 2.705 -0.514 0.504
31 C -3.830 3.138 -1.960
32 C -1.222 -3.782 2.409
33 H -1.645 -0.631 -0.101
34 O 2.217 -2.049 -3.522
35 H 6.126 -7.213 -2.924
36 H 3.409 -4.100 -4.142
37 H 0.531 -1.163 2.938
38 O 4.511 2.261 -1.039
39 H 4.297 -6.759 -4.945
40 H -0.648 -4.443 3.058
41 O 3.368 -2.039 4.571
42 H 1.995 4.618 -2.696
43 H -4.215 3.895 -2.644
44 C -5.844 -2.123 1.844
45 H 0.375 0.357 0.933
46 H 1.381 4.534 -4.744
47 H 5.777 -6.407 -5.756
48 C 1.489 -2.672 -4.591
49 H -2.638 2.859 -0.377
50 H -3.359 -3.165 1.155
51 H 6.319 1.984 -0.123
52 C 3.987 2.784 -2.251
53 H -6.887 2.906 0.924
54 H 4.284 3.833 -2.262
55 N -3.593 -3.072 2.133
56 H 4.576 -0.558 -1.140
57 H -1.543 3.559 4.462
58 H -2.237 4.828 -3.549
59 H 3.065 3.903 -4.549
60 O -0.861 -2.417 2.716
61 C 0.519 -2.214 2.649
62 O -5.324 0.308 5.059
63 C 3.279 -2.705 5.822
64 H 0.505 2.096 -4.843
65 O -0.834 0.221 4.913
66 H -6.841 -2.351 2.220
67 H -0.614 5.275 -3.238
68 H -7.316 0.091 4.431
69 C -4.996 -3.277 2.456
70 C 5.894 2.477 -0.997
71 H 0.570 -1.618 -2.317
72 H -6.491 -1.363 5.119
73 H -3.442 1.945 6.307
74 C 2.002 3.702 -4.412
75 C -6.048 0.181 1.520
76 H 2.196 1.582 -4.918
77 C -1.489 3.790 -1.835
78 H 3.838 -5.275 -6.840
79 H -5.504 1.920 -1.828
80 H -7.621 4.219 -0.108
81 H -0.627 3.899 -1.178
82 H 4.247 -2.995 6.231
83 H 0.841 -1.948 -5.086
84 H 4.505 2.405 -3.132
85 C -2.714 -4.041 2.804
86 H 4.457 -3.260 -2.255
87 H 5.585 -1.186 0.131
88 H 1.689 0.643 -7.035
89 C -5.312 1.727 5.196
90 H 2.103 -1.276 -1.569
91 H 2.373 -0.072 3.093
92 C -6.634 -0.285 5.193
93 C 3.452 -0.084 3.251
94 H -2.891 -5.040 2.406
95 N -2.753 3.614 -1.038
96 H -4.547 1.966 -0.304
97 C -6.942 3.369 -0.062
98 H 2.089 2.453 -1.214
99 H 2.253 1.685 -2.756
100 H -0.022 1.337 -7.172
101 O 3.935 -2.408 -0.325
102 H 4.818 -3.993 -5.974
103 O 5.598 -5.471 -3.968
104 H 1.197 1.697 -8.343
105 H -5.557 1.111 1.806
106 H -0.209 -1.640 5.573
107 O -1.915 6.198 -2.007
108 H -7.312 2.635 -0.777
109 C -1.674 2.491 4.287
110 C -0.865 1.600 5.299
111 H 2.647 -2.086 6.458
112 H 0.959 -0.400 5.854
113 H -2.733 7.087 -3.688
114 C 2.367 -3.316 -5.615
115 O -5.642 3.685 -0.581
116 H 0.150 1.984 5.196
117 H -3.419 2.707 3.551
118 C 4.179 -4.872 -5.887
119 H 7.331 -6.537 -4.122
120 N 1.791 3.669 -2.976
121 C -3.899 2.307 5.386
122 H -5.364 -4.264 2.176
123 H -5.899 1.989 6.076
124 H -5.060 -3.255 3.544
125 C 4.995 -5.948 -5.151
126 C -1.554 0.449 0.011
127 H -1.167 7.796 -3.186
128 H 4.824 -0.530 4.841
129 N 4.120 -0.860 2.198
130 H 6.136 3.499 -0.706
131 C 2.440 2.622 -2.232
132 H -0.440 -0.514 6.893
133 C -0.114 -0.591 5.856
134 H -2.597 8.138 -2.289
135 H -3.903 3.389 5.518
136 H -7.110 0.370 1.674
137 H -2.841 -4.074 3.886
138 C -1.547 5.031 -2.730
139 Ba -2.940 -0.657 3.389
140 N 3.025 -4.442 -5.011
141 H -1.220 2.386 3.302
142 C 3.728 -0.364 0.850
143 H 4.290 -4.314 -0.867
144 H 5.675 -3.279 -1.079
145 C 1.508 2.396 -5.147
146 H -6.943 -0.100 6.222
147 H -5.795 0.100 0.463
148 C -4.929 2.545 -1.144
149 H -5.757 2.252 4.351
150 H -3.472 2.268 -2.510
151 H 1.124 -2.789 3.350
152 H 0.067 1.920 0.013
153 O -2.342 0.753 1.104